Density functional theory data (ωB97M-V/def2-TZVPD) for a cluster of 13 separate species, C35H102N6O17 in total.

Structure (XYZ):
```
160
Properties=species:S:1:pos:R:3:forces:R:3:mulliken_charge:R:1
C 3.7711 2.4743 2.1254 0.577 -0.689 0.487 -0.335
O 4.0173 3.8516 1.9634 -0.125 0.340 0.107 -0.499
H 4.6719 1.8877 2.3634 0.174 0.289 -0.341 0.450
H 3.1099 2.2001 2.9587 -0.455 0.426 -0.302 0.343
H 3.3963 2.1324 1.1693 -0.250 -0.209 0.050 -0.160
H 4.2964 4.2527 2.7907 0.053 -0.161 0.044 0.263
C -4.1840 1.4612 0.6063 -1.456 1.174 0.529 -0.111
O -5.3835 1.2943 -0.1905 0.931 -0.274 0.207 -0.582
H -3.3758 1.8083 -0.0332 0.055 -0.383 -0.093 0.123
H -4.3756 2.2795 1.3196 0.188 -0.091 -0.157 0.309
H -3.9360 0.6042 1.2351 0.086 -0.221 -0.436 -0.050
H -6.1356 1.4139 0.3938 -0.019 -0.043 0.009 0.327
C 0.6860 5.1612 1.6316 0.694 0.351 0.154 -0.217
O 0.9837 5.8866 0.4312 -0.259 -0.424 0.144 -0.548
H 0.8563 4.0961 1.4953 -0.144 0.001 -0.417 -0.106
H 1.4226 5.4597 2.3822 -0.315 -0.018 0.255 0.330
H -0.3367 5.3404 1.9626 0.008 0.003 0.066 0.267
H 1.1550 6.7955 0.6862 0.022 0.059 -0.152 0.280
C -1.0704 -2.1268 -1.0792 0.054 -0.210 0.481 -1.693
C -0.9349 -1.2611 0.1766 0.046 -0.571 -0.240 3.255
C -0.5792 0.1635 -0.0894 -0.480 1.087 -0.241 -1.369
O 0.6316 0.2644 -0.7960 0.809 -0.283 0.928 0.344
C 1.2207 1.5454 -0.6686 -0.300 0.828 -2.005 0.290
N -2.2085 -1.3027 0.9576 1.599 0.389 -0.617 1.409
H -1.2606 -3.1469 -0.7322 0.095 -0.119 -0.053 0.521
H -0.1534 -2.1478 -1.6725 -0.162 0.141 -0.149 0.211
H -1.9465 -1.8458 -1.6657 0.294 0.171 -0.181 0.145
H -0.0564 -1.6199 0.7270 -0.462 -0.272 0.421 -2.559
H -0.5098 0.6939 0.8731 0.025 -0.054 -0.032 0.443
H -1.3569 0.6733 -0.6869 -0.115 -0.085 0.255 0.198
H 0.7692 2.1787 -1.4555 -0.074 0.206 0.454 0.388
H 2.2665 1.5296 -0.9823 0.070 -0.463 0.391 -0.429
H 1.1099 2.0727 0.2821 -0.085 -0.528 0.256 -0.223
H -2.4406 -2.2911 0.9866 -0.388 0.183 0.092 -0.629
H -2.8337 -0.8124 0.3200 -0.427 -0.481 0.207 -0.441
C -4.3416 -1.1142 3.8551 -0.643 0.903 -0.046 -1.101
C -3.0632 -1.2957 4.6389 0.856 0.986 0.494 0.767
C -2.8342 -2.7732 4.9565 -0.586 0.330 -1.257 -0.821
O -4.0937 -3.2225 5.4184 -0.054 0.407 0.340 -0.318
C -4.0249 -4.5353 5.8386 0.443 -0.974 0.721 -0.757
N -1.9371 -0.5432 3.9961 -0.214 -0.675 0.364 -0.252
H -4.4713 -0.1003 3.4477 0.600 -0.035 0.062 0.298
H -5.2245 -1.1828 4.4918 0.054 -0.670 -0.107 0.526
H -4.3652 -1.7922 3.0036 -0.209 -0.176 0.080 -0.102
H -3.1286 -0.8486 5.6407 -0.553 0.086 -0.182 0.101
H -2.0284 -2.8954 5.6886 -0.106 -0.230 0.074 0.610
H -2.6459 -3.3677 4.0445 0.567 0.238 0.057 0.228
H -3.6457 -5.2032 5.0516 -0.005 0.029 -0.013 0.279
H -4.9920 -4.9079 6.1682 -0.222 0.262 -0.168 0.281
H -3.3524 -4.6134 6.7066 0.043 -0.179 -0.108 0.315
H -1.1904 -1.1579 3.6952 -0.177 -0.087 -0.140 -0.096
H -2.2852 -0.1403 3.1358 0.074 -0.152 -0.106 -0.200
C 0.5661 0.7884 -4.7781 -0.136 0.079 -0.083 -1.203
C -0.5644 -0.2032 -4.5491 -0.764 -0.610 -1.171 0.889
C -1.5991 0.3315 -3.6025 0.269 -0.168 1.119 0.005
O -2.6396 -0.6292 -3.4488 0.109 0.692 0.295 -0.440
C -3.6904 -0.1420 -2.6260 -1.483 -0.036 -1.485 -0.745
N -1.2638 -0.4999 -5.8708 1.415 1.036 1.235 -0.839
H 1.2543 0.4261 -5.5472 -0.078 0.024 0.034 0.476
H 1.1606 0.9544 -3.8772 -0.130 -0.076 0.073 -0.079
H 0.1594 1.7522 -5.0989 0.078 -0.072 -0.049 0.337
H -0.1557 -1.1259 -4.0976 -0.079 0.178 -0.174 -0.016
H -1.9687 1.3251 -3.8912 -0.159 -0.214 -0.274 0.588
H -1.1192 0.4339 -2.6106 -0.012 0.224 -0.358 -0.385
H -4.2208 -1.0033 -2.2175 0.327 0.063 0.470 0.163
H -4.4540 0.3367 -3.2739 0.283 -0.029 0.098 0.474
H -3.4720 0.6437 -1.9026 0.668 -0.400 0.237 0.242
H -1.9376 -1.2421 -5.7546 0.201 -0.221 -0.113 0.263
H -0.5091 -0.7168 -6.5171 -0.577 -0.426 -0.134 0.272
C -4.7526 5.6252 3.5324 -1.155 -0.436 0.193 -1.222
C -4.3193 5.0293 4.8920 1.143 1.342 -0.334 0.437
C -2.9693 4.3351 4.7293 0.087 0.367 0.832 -0.790
O -3.1836 3.1674 4.0067 -0.492 -1.021 -1.116 -0.218
C -2.2633 3.0008 2.9648 1.288 0.116 -0.122 -0.217
N -4.1333 6.1350 5.8772 0.055 -0.478 -0.302 -0.731
H -5.3620 4.9450 2.9247 0.477 -0.191 -0.023 0.228
H -3.9205 6.0073 2.9429 0.110 -0.060 0.062 0.189
H -5.4467 6.4521 3.7106 0.160 0.104 0.058 0.477
H -5.0011 4.2695 5.2687 -0.281 0.244 0.061 0.295
H -2.5134 4.0879 5.6972 -0.264 -0.003 0.110 0.327
H -2.2315 4.9958 4.2465 -0.284 0.038 -0.207 0.301
H -2.3730 2.1280 2.3217 -0.749 -0.299 0.558 -0.721
H -1.2666 2.8676 3.4182 0.064 0.322 -0.342 0.546
H -2.2822 3.8474 2.2618 0.142 0.108 0.279 0.524
H -4.9005 6.7886 5.7683 -0.109 -0.065 0.181 0.266
H -3.3171 6.6733 5.5822 -0.076 -0.145 0.130 0.264
C 1.5592 -0.9555 2.9822 0.426 1.303 0.347 -0.736
C 1.3088 -2.4368 3.2216 -1.006 0.493 -0.256 1.858
C 2.4631 -3.3822 2.9494 0.928 -0.279 -0.148 -1.293
O 2.8666 -3.4626 1.5721 0.403 0.143 0.832 -0.347
C 1.9314 -4.0414 0.7291 -1.918 0.258 -0.295 -0.203
N 0.7818 -2.6898 4.5710 0.197 0.354 1.142 -0.675
H 2.3769 -0.5259 3.5857 0.120 -0.531 -0.100 0.484
H 0.7070 -0.3612 3.3358 -0.167 -0.297 -0.164 0.343
H 1.7394 -0.6148 1.9563 0.062 -0.536 -0.066 -0.098
H 0.5163 -2.6966 2.5043 -0.047 -0.246 0.303 -0.648
H 2.2414 -4.3840 3.3477 -0.332 0.132 -0.274 0.403
H 3.3726 -3.0804 3.4846 -0.171 0.227 -0.104 0.310
H 2.3553 -4.3730 -0.2154 0.472 -0.100 0.164 0.045
H 1.1381 -3.3231 0.4495 0.272 0.009 -0.055 0.020
H 1.3463 -4.8554 1.1921 0.538 -0.174 0.048 0.355
H -0.1242 -2.2694 4.7707 -0.136 -0.321 -0.856 0.194
H 1.2955 -2.1538 5.2830 0.568 -0.494 -0.508 0.300
C 5.0914 2.8641 -1.4418 0.058 0.185 -0.178 -1.361
C 5.2629 2.5092 -2.9362 -1.042 1.416 1.339 0.674
C 6.0624 1.2711 -3.1992 -0.230 -0.501 0.762 -0.095
O 6.7246 1.3284 -4.4266 0.125 -0.446 -0.819 -0.457
C 5.8563 1.1604 -5.5542 0.463 0.055 0.054 -0.440
N 3.9282 2.5153 -3.5262 0.225 -0.682 -1.084 -0.130
H 4.4944 2.1345 -0.8857 0.470 -0.347 -0.053 -0.043
H 4.4630 3.7592 -1.3927 0.280 0.159 0.009 0.342
H 6.0507 3.0888 -0.9656 -0.171 -0.199 0.227 0.518
H 5.8421 3.3439 -3.3512 -0.085 -0.112 -0.230 0.201
H 5.4668 0.3530 -3.0715 -0.191 0.196 -0.356 -0.226
H 6.7964 1.1950 -2.3918 0.391 0.141 -0.322 0.420
H 5.2993 0.2152 -5.4906 -0.077 0.199 0.140 0.070
H 6.4875 1.1131 -6.4441 0.089 0.002 0.155 0.270
H 5.1785 2.0099 -5.6594 -0.116 -0.199 0.094 0.254
H 3.4381 1.6541 -3.3136 -0.072 0.105 0.039 -0.087
H 3.3758 3.3151 -3.2642 -0.092 0.002 0.219 0.019
C 4.2156 -2.5720 -2.8184 -0.071 0.504 0.660 -0.098
C 3.6642 -3.3140 -4.0138 1.165 0.907 -0.839 -0.372
O 2.3941 -3.8237 -3.8025 -0.803 -0.855 0.370 -0.454
O 3.7448 -1.2002 -2.7578 -0.081 -0.597 0.132 -0.293
H 5.3092 -2.5544 -2.8313 -0.084 0.250 -0.180 0.382
H 3.9304 -3.0568 -1.8764 0.035 -0.208 -0.171 0.033
H 4.3858 -4.0387 -4.4194 -0.181 -0.292 0.541 0.215
H 3.6298 -2.5763 -4.8247 -0.386 0.069 0.093 0.294
H 2.5060 -4.6948 -3.3738 0.030 0.490 -0.432 0.175
H 2.8999 -1.1980 -2.2814 0.240 -0.032 -0.230 0.042
C -4.9022 -3.0686 0.3863 -0.543 0.559 -0.580 0.485
C -4.4853 -4.1611 1.3257 -0.607 -0.595 -0.248 -0.602
O -3.0703 -4.2742 1.3121 0.278 0.191 -0.098 -0.421
O -4.6177 -3.3029 -0.9907 0.279 -0.389 0.143 -0.620
H -4.4806 -2.1081 0.6853 0.036 -0.022 0.082 -0.567
H -5.9899 -2.9480 0.4075 0.061 -0.095 0.343 0.531
H -4.9695 -5.0810 0.9734 0.221 -0.086 0.070 0.477
H -4.8784 -3.9634 2.3283 0.187 0.125 0.044 0.216
H -2.7737 -5.1726 1.4704 -0.183 -0.075 0.090 0.235
H -3.8634 -3.9016 -1.0824 -0.023 0.269 0.172 0.329
C 0.8857 5.8844 -2.9050 0.445 -0.813 -0.852 -0.387
C 2.1702 5.8398 -3.7483 -0.310 -0.374 -0.181 -0.157
O 2.3778 7.0583 -4.4155 0.301 0.836 0.037 -0.568
O 0.7505 4.7014 -2.1291 -0.042 0.412 0.495 -0.337
H 0.1116 5.8960 -3.6884 -0.383 0.248 0.574 0.273
H 0.8386 6.7722 -2.2759 0.037 0.143 -0.141 0.281
H 2.0733 5.0773 -4.5308 -0.057 -0.407 0.408 0.197
H 3.0583 5.5982 -3.1647 -0.001 0.253 0.152 0.145
H 1.6728 7.1882 -5.0561 0.013 -0.033 -0.004 0.326
H 0.7788 5.0005 -1.1952 0.058 -0.275 -0.543 0.292
C 3.3462 -7.4630 -2.6843 0.557 0.890 -0.717 -0.420
C 1.8811 -7.3915 -2.3811 -0.539 0.262 0.600 -0.213
O 1.0705 -7.9547 -3.3799 -0.093 -0.402 -0.535 -0.571
O 3.7328 -6.3290 -3.5411 -0.366 -1.086 0.422 -0.429
H 3.5188 -8.4035 -3.2136 0.171 0.032 0.145 0.353
H 3.9780 -7.3953 -1.7974 -0.176 -0.141 0.089 0.289
H 1.5193 -6.3728 -2.2410 0.444 0.392 0.315 0.101
H 1.6754 -7.9113 -1.4405 -0.019 -0.179 -0.189 0.362
H 1.1022 -7.3733 -4.1494 -0.052 -0.084 0.070 0.314
H 4.1436 -6.6935 -4.3296 0.022 0.169 -0.037 0.261
```
Positions in Å, forces in eV/Å.

Computed properties:
HOMO ... -8.324 eV
Total charge ... 0
LUMO energy ... 0.0053 Ha
Energy relative to the best compared isomer or geometry (same formula, charge and spin) ... 2.8 kcal per mole
Electronic energy ... -3002.0227 a.u.